The following is a quantum chemistry calculation of C82H143As7F42N11O3 as an isolated structure, from OMol25.

Last column: Mulliken charge in e.
CARTESIAN COORDINATES (ANGSTROEM)
C -7.4321 -11.6691 -3.3967  -0.98
N -6.6846 -10.7475 -2.6162  0.09
C -6.9379 -10.7213 -1.2595  -0.49
C -6.0990 -9.9824 -0.4279  -0.67
C -5.1513 -9.1943 -0.9492  0.85
C -4.8666 -9.3012 -2.3062  -0.58
C -5.6942 -10.0227 -3.1381  -0.35
C -4.3398 -8.2860 -0.0815  1.17
C -4.1509 -7.0519 -0.5765  -0.58
C -3.6688 -6.0284 0.3056  -0.88
N -3.2141 -6.3719 1.5274  0.71
C -3.5127 -7.5653 2.1381  -0.71
C -4.1261 -8.5323 1.2765  -0.93
C -2.6292 -5.3221 2.3444  -0.71
H -7.1839 -11.6851 -4.4579  0.31
H -8.4301 -11.2375 -3.4735  0.43
H -7.5302 -12.6578 -2.9484  0.34
H -7.7447 -11.3403 -0.8957  0.46
H -6.2301 -9.8833 0.6395  0.54
H -4.0237 -8.7308 -2.6674  0.68
H -5.6099 -10.1264 -4.2098  0.42
H -4.5136 -6.9221 -1.5854  0.70
H -3.4139 -5.0274 -0.0097  0.48
H -3.1034 -7.7808 3.1140  0.53
H -4.2319 -9.5206 1.6988  0.62
H -1.9441 -5.6290 3.1347  0.38
H -3.4237 -4.7841 2.8616  0.48
H -2.1012 -4.5954 1.7270  -0.44
C 5.7564 -1.0517 -6.6409  -0.93
N 5.5430 -1.5671 -5.2501  0.09
C 4.2896 -1.5868 -4.6947  -0.32
C 4.2627 -2.1136 -3.3796  -0.49
C 5.2779 -2.8680 -2.7840  0.72
C 6.4825 -2.8462 -3.4761  -0.89
C 6.6084 -2.2412 -4.7210  -0.36
C 5.1122 -3.5755 -1.4232  0.82
C 4.3443 -2.8320 -0.5067  0.94
C 4.3335 -3.2894 0.8467  -1.23
N 4.9581 -4.5149 1.1877  0.46
C 5.6508 -5.2345 0.2630  -0.77
C 5.8465 -4.6983 -1.0124  -0.61
C 5.0361 -4.9420 2.5839  -0.77
H 4.8736 -0.5653 -7.0557  0.29
H 5.9891 -1.9062 -7.2763  0.43
H 6.6791 -0.4780 -6.7290  0.34
H 3.5648 -1.0209 -5.2611  0.39
H 3.3674 -1.9252 -2.8058  0.74
H 7.3391 -3.3880 -3.1033  0.48
H 7.5706 -2.2176 -5.2109  0.45
H 3.9511 -1.8324 -0.6192  -0.51
H 3.8777 -2.7388 1.6564  0.70
H 6.1350 -6.0880 0.7140  0.56
H 6.4207 -5.3035 -1.6983  0.52
H 4.5262 -5.8848 2.7819  0.30
H 4.8200 -4.1104 3.2546  0.00
H 6.0891 -5.1623 2.7594  0.55
C 0.2708 4.1769 -0.1253  -2.21
N -0.2084 4.9621 -1.2492  0.56
C -1.4223 4.7544 -1.7588  -1.21
C -1.5887 5.1108 -3.0710  -0.10
C -0.6430 5.6939 -3.8265  1.16
C 0.5675 5.8865 -3.2757  -0.16
C 0.8268 5.5008 -1.9665  -0.84
C -0.9652 6.3033 -5.1550  -0.14
C -1.8885 7.3918 -5.2004  -0.59
C -2.2377 8.0439 -6.3839  -0.31
N -1.5856 7.7138 -7.5125  0.04
C -0.6254 6.7506 -7.4834  -0.41
C -0.3612 5.9533 -6.3758  -0.47
C -1.9402 8.2723 -8.8069  -0.95
H 0.9623 4.7739 0.4694  0.32
H 0.7857 3.2385 -0.3311  0.63
H -0.5350 4.1515 0.6082  0.62
H -2.1361 4.1818 -1.1851  0.91
H -2.5625 4.9155 -3.4952  0.74
H 1.3185 6.3761 -3.8778  0.55
H 1.8389 5.5352 -1.5911  0.48
H -2.4306 7.7791 -4.3504  0.51
H -2.9869 8.8097 -6.5203  0.43
H -0.1471 6.4837 -8.4142  0.46
H 0.3398 5.1351 -6.4495  0.42
H -2.4257 7.5496 -9.4628  0.38
H -1.0859 8.7907 -9.2422  0.37
H -2.7499 8.9959 -8.7126  0.32
C -2.5083 -2.9499 11.8988  -1.16
C -1.3976 -3.8193 11.2092  -0.76
C -1.1744 -3.7700 9.6570  -0.34
C -0.5685 -2.3920 9.2772  -0.87
N 0.2055 -2.3660 7.8762  0.63
C 0.4984 -0.9674 7.2389  -0.90
C -0.0669 -1.0590 5.8520  0.74
C -0.0800 -2.5304 5.4736  -0.30
C -0.5532 -3.1758 6.7721  -1.02
C 1.5476 -3.1102 8.1443  -1.13
H -2.7277 -3.1829 12.9407  0.38
H -3.4275 -3.1836 11.3615  0.31
H -2.4009 -1.8665 11.8468  0.29
H -1.5575 -4.8814 11.3948  0.37
H -0.4515 -3.5615 11.6854  0.34
H -2.1665 -3.9027 9.2253  0.33
H -0.5678 -4.6180 9.3390  0.40
H 0.1398 -2.0676 10.0395  0.49
H -1.3051 -1.5890 9.3014  0.39
H 1.4791 -0.5082 7.3633  0.30
H -0.1823 -0.2515 7.6994  0.28
H 0.5139 -0.5069 5.1131  -0.74
H -1.1174 -0.7745 5.9139  0.40
H 0.8750 -2.9204 5.1213  0.30
H -0.9108 -2.5867 4.7703  0.17
H -0.2888 -4.2285 6.8719  0.40
H -1.6253 -3.0085 6.8763  0.43
H 2.2042 -3.1037 7.2743  0.37
H 1.4248 -4.1040 8.5750  0.38
H 2.0955 -2.4774 8.8424  0.42
C 5.4576 0.3151 0.8342  -0.33
C 6.4003 1.0664 -0.0875  -0.76
C 7.6160 1.5021 0.6592  -0.22
C 8.6615 1.9479 -0.3986  -1.07
N 9.9069 2.6393 0.2881  0.33
C 9.5408 3.8395 1.2392  -0.15
C 10.5974 4.9023 1.1930  -0.69
C 11.5463 4.4476 -0.0200  -0.66
C 10.7243 3.3076 -0.7871  -0.67
C 10.7977 1.5605 1.0038  -0.93
H 4.6412 -0.1892 0.3172  -0.40
H 4.9842 0.9717 1.5641  0.17
H 5.9043 -0.5337 1.3520  0.58
H 5.9811 1.9762 -0.5171  0.17
H 6.7298 0.4680 -0.9368  0.22
H 8.0704 0.6808 1.2132  0.57
H 7.2969 2.3277 1.2953  0.22
H 8.1739 2.7488 -0.9545  0.35
H 9.0646 1.2155 -1.0981  0.48
H 9.4613 3.3860 2.2272  0.45
H 8.5970 4.2438 0.8733  -0.04
H 11.0750 5.0666 2.1590  0.33
H 9.9524 5.6982 0.8206  0.36
H 12.5237 4.1064 0.3210  0.33
H 11.6383 5.2271 -0.7763  0.38
H 11.4240 2.5414 -1.1211  0.40
H 10.1672 3.7465 -1.6149  0.46
H 10.1092 1.0560 1.6816  0.33
H 11.5574 2.0317 1.6275  0.39
H 11.2357 0.9535 0.2114  0.33
C 0.6907 2.3139 4.9228  -0.94
C 0.6356 3.8200 4.6694  -0.31
C -0.3092 4.5872 5.6731  -0.68
C -0.6038 5.9523 5.0834  -1.17
N -1.6179 6.9829 5.8455  0.43
C -1.7773 8.3193 5.0824  -0.64
C -3.3141 8.7163 5.0810  -0.52
C -3.9059 7.3341 4.8121  -0.47
C -3.1298 6.4485 5.6924  -0.12
C -1.0693 7.2641 7.2807  -0.95
H 0.7238 2.1793 6.0040  0.40
H 1.4873 1.7380 4.4519  0.22
H -0.2461 1.9419 4.5079  0.16
H 0.3746 3.9595 3.6204  -0.36
H 1.6305 4.2396 4.8186  0.67
H 0.3466 4.6735 6.5395  0.51
H -1.2186 4.1406 6.0752  0.42
H -1.1399 5.8279 4.1426  0.42
H 0.3646 6.3734 4.8132  0.47
H -1.1797 9.1301 5.4990  0.32
H -1.4502 8.1451 4.0574  0.37
H -3.5045 9.1723 6.0526  0.33
H -3.4401 9.3409 4.1967  0.34
H -4.9489 7.2895 5.1256  0.39
H -3.9280 6.8632 3.8294  0.18
H -3.6019 6.5238 6.6720  0.31
H -3.0510 5.3983 5.4115  -0.04
H -0.8140 6.3024 7.7257  0.33
H -1.8988 7.7634 7.7815  0.40
H -0.1574 7.8515 7.1739  0.37
C 2.3637 1.7274 1.5530  -1.39
C 1.4275 0.4514 1.4416  0.24
C 0.1586 0.6385 0.6269  2.63
C -0.7462 -0.5308 0.8299  -0.80
N -1.7489 -0.7935 -0.3790  0.63
C -2.6952 0.3650 -0.8047  1.38
C -4.1134 -0.1802 -0.8423  -0.31
C -4.0031 -1.6531 -0.8736  -0.34
C -2.7958 -1.8789 0.1196  -0.08
C -0.9285 -1.3860 -1.5486  0.96
H 2.6403 2.1626 0.5926  0.54
H 3.1325 1.6480 2.3215  0.49
H 1.6852 2.4765 1.9612  0.01
H 1.3570 0.0830 2.4650  0.01
H 2.1170 -0.2785 1.0176  -0.88
H 0.4918 0.8257 -0.3939  -0.46
H -0.4630 1.4877 0.9109  -0.55
H -1.4024 -0.3621 1.6837  0.37
H -0.2852 -1.4900 1.0657  0.17
H -2.1883 0.4913 -1.7614  -0.53
H -2.5447 1.2122 -0.1356  -0.81
H -4.6952 0.0974 -1.7212  0.30
H -4.7142 0.1078 0.0204  0.29
H -3.6778 -2.1807 -1.7702  -0.52
H -4.8144 -2.2714 -0.4892  0.68
H -2.2163 -2.7688 -0.1263  -0.34
H -3.0453 -1.8686 1.1806  0.34
H -1.6832 -1.5710 -2.3131  0.12
H -0.3820 -2.2348 -1.1376  -0.85
H -0.2078 -0.6081 -1.8008  -0.19
C -2.1118 2.6447 -8.9281  -1.44
C -2.6670 3.1422 -7.5116  -0.04
C -2.8452 2.0361 -6.4599  1.60
C -3.8921 0.9621 -6.9044  -1.31
N -3.5228 -0.4815 -6.4206  1.02
C -2.2334 -1.1799 -6.7809  -0.26
C -2.4695 -2.0324 -8.0284  -0.79
C -3.9699 -2.0848 -8.1891  -0.57
C -4.6537 -1.4357 -6.9398  -0.35
C -3.5954 -0.5236 -4.9220  -1.07
H -1.0684 2.3294 -8.9307  0.32
H -2.1668 3.3949 -9.7169  0.43
H -2.7043 1.8399 -9.3632  0.34
H -3.6142 3.5926 -7.8080  0.44
H -2.0234 3.8836 -7.0381  -0.29
H -3.0855 2.4526 -5.4817  -0.47
H -1.8885 1.5494 -6.2703  -0.39
H -3.9083 0.7388 -7.9711  0.51
H -4.8303 1.2424 -6.4256  0.27
H -1.8271 -1.8370 -6.0120  0.27
H -1.4462 -0.4442 -6.9457  0.27
H -2.1498 -3.0744 -8.0150  0.36
H -2.0370 -1.5864 -8.9240  0.31
H -4.2070 -3.1262 -8.4069  0.38
H -4.3879 -1.5050 -9.0121  0.35
H -4.9165 -2.3028 -6.3339  -0.19
H -5.5557 -0.9663 -7.3325  0.47
H -2.9563 0.2963 -4.5943  0.10
H -3.3779 -1.5197 -4.5366  0.26
H -4.6015 -0.2338 -4.6190  0.46
As 0.7844 1.7682 -4.2698  1.85
F 1.8571 0.5973 -3.3931  -0.51
F -0.1693 2.0963 -2.7863  -0.25
F -0.2844 2.9209 -5.0102  -0.46
F 1.6779 1.5118 -5.7593  -0.51
F -0.2900 0.3526 -4.6172  -0.27
F 1.7991 3.2601 -3.8401  -0.58
As -3.3236 2.5680 2.8883  1.82
F -3.5152 4.3348 2.8499  -0.52
F -1.5445 2.8266 2.5797  -0.12
F -2.9758 0.7843 2.8541  -0.52
F -5.1221 2.4171 3.3571  -0.50
F -3.8015 2.5185 1.1887  -0.45
F -2.9547 2.5896 4.6345  -0.49
As -3.6083 -5.0659 -4.4361  2.04
F -3.1742 -3.8099 -3.1965  -0.47
F -2.4627 -4.3031 -5.6705  -0.52
F -4.1555 -6.2982 -5.7015  -0.55
F -4.8153 -5.7374 -3.2930  -0.58
F -4.8739 -3.8923 -4.8375  -0.51
F -2.3417 -6.1442 -3.8685  -0.47
As -7.3785 -4.5883 1.7241  2.00
F -6.6228 -6.1357 2.2950  -0.50
F -7.8312 -5.2733 0.1630  -0.47
F -7.9996 -2.9333 1.1983  -0.51
F -6.8424 -3.8098 3.2587  -0.48
F -5.7563 -4.2056 0.8465  -0.41
F -9.0066 -4.9085 2.4561  -0.49
As 4.7840 5.0206 0.3258  2.05
F 6.4073 4.3749 0.2004  -0.58
F 4.2393 4.0909 -1.0948  -0.45
F 3.1631 5.7403 0.4854  -0.55
F 5.4022 5.9796 1.6991  -0.53
F 5.3557 6.3537 -0.6453  -0.50
F 4.3311 3.8050 1.5230  -0.47
As 0.8626 -4.5313 0.5110  1.84
F 2.0383 -5.4767 -0.4385  -0.49
F 2.0509 -4.6208 1.8838  -0.54
F -0.0587 -3.5614 1.6572  -0.56
F -0.5415 -4.5421 -0.5991  -0.36
F 0.1097 -5.9528 1.3117  -0.52
F 1.4697 -2.9313 0.0045  -0.33
As -5.4686 3.2825 -3.3337  2.03
F -4.5860 4.5293 -2.4157  -0.51
F -4.7357 3.9029 -4.8324  -0.47
F -6.3051 2.0241 -4.3005  -0.50
F -6.2843 2.6478 -1.8581  -0.49
F -6.8431 4.3491 -3.6072  -0.48
F -4.0629 2.1970 -3.0395  -0.34
O 3.8386 -1.6531 3.8218  0.12
C 3.9289 -1.9518 5.1128  0.64
O 4.1212 -3.1038 5.5057  -0.78
O 3.7360 -1.0712 5.9687  -0.80
H 3.6823 -0.7430 4.0841  -0.04

The energy comes out at -23882.8720 Ha. Its net charge is +3. The frontier orbital gap is 4.2 eV. For the LUMO energy, the calculation gives -7.15 eV.